1.
5
Properties=species:S:1:pos:R:3 method="wB97M-V/def2-TZVPD" homo_ev="-10.62 / -7.30" orbital_gap_ev="9.928 / 3.992" multiplicity=2 lumo_ev="-0.695 / -3.311" max_force_ev_per_a=1.31
Tl 0.373 2.232 -0.069
O -1.018 4.703 0.670
O -0.660 -0.307 -0.822
H -1.512 4.331 1.427
H -0.508 -1.227 -1.112



2.
12
Properties=species:S:1:pos:R:3 method="wB97M-V/def2-TZVPD" homo_ev=-8.52 orbital_gap_ev=8.797 lumo_ev=0.279 max_force_ev_per_a=4.86
S -2.031 -0.945 -0.390
O 1.896 -0.332 -0.880
O 0.995 2.113 0.535
N 0.618 -0.371 -0.311
C -0.361 -0.912 -0.931
C 0.394 1.436 1.317
C 0.428 -0.006 1.113
H 1.042 -0.638 1.809
H -0.658 -0.284 1.131
H -0.108 -1.166 -1.934
H 0.021 1.720 2.505
H 1.985 0.723 -1.326



3.
14
Properties=species:S:1:pos:R:3 method="wB97M-V/def2-TZVPD" homo_ev=-9.62 orbital_gap_ev=10.525 lumo_ev=0.900 max_force_ev_per_a=0.77
O 0.210 -1.393 0.186
C 0.274 1.155 0.437
C 1.596 0.802 -0.068
C 2.324 -0.092 -0.425
C -0.535 -0.215 0.460
C -1.584 -0.230 -0.636
H -0.980 -0.321 1.456
H 0.329 1.620 1.428
H 0.839 -1.599 0.888
H -1.971 -1.248 -0.722
H -0.232 1.888 -0.205
H 2.926 -0.912 -0.737
H -1.108 0.037 -1.587
H -2.411 0.458 -0.448



4.
10
Properties=species:S:1:pos:R:3 method="wB97M-V/def2-TZVPD" homo_ev="-10.26 / -11.55" orbital_gap_ev="5.517 / 6.495" multiplicity=5 lumo_ev="-4.748 / -5.057" total_charge=+1 max_force_ev_per_a=3.00
Ho -1.554 0.353 -2.190
O -0.269 -0.370 -0.246
C 0.508 -1.280 0.487
C -0.155 1.045 0.030
H 1.573 -0.999 0.462
H -0.599 1.219 1.024
H 0.907 1.342 -0.003
H -0.921 2.214 -1.070
H 0.371 -2.245 -0.019
H 0.138 -1.280 1.525



5.
49
Properties=species:S:1:pos:R:3 method="wB97M-V/def2-TZVPD" homo_ev=-8.13 orbital_gap_ev=10.231 lumo_ev=2.096 total_charge=-1 max_force_ev_per_a=1.21
As -11.417 -7.592 -5.769
F -10.691 -6.999 -7.261
F -13.001 -7.082 -6.376
F -11.686 -9.215 -6.440
F -12.308 -8.091 -4.345
F -11.211 -6.020 -5.023
F -9.857 -8.180 -5.250
O -9.505 -4.029 -3.287
O -7.019 -9.634 -6.462
O -7.543 -5.774 -8.911
O -15.747 -6.442 -8.239
O -15.036 -7.985 -3.669
O -13.195 -10.574 -8.110
O -13.976 -3.950 -6.412
O -10.621 -3.111 -7.259
O -9.396 -11.101 -6.900
O -13.310 -6.786 -1.801
O -10.109 -8.833 -9.875
O -13.512 -7.902 -9.666
O -12.519 -5.533 -8.641
O -9.067 -9.823 -3.109
H -14.037 -8.236 -10.400
H -11.950 -5.842 -7.924
H -9.424 -9.252 -3.805
H -9.609 -9.631 -2.337
H -12.841 -6.350 -9.063
H -13.238 -4.509 -6.150
H -14.265 -7.934 -4.264
H -10.078 -4.491 -3.908
H -9.847 -3.195 -7.825
H -8.358 -5.901 -8.413
H -9.850 -10.248 -6.904
H -13.642 -11.222 -7.558
H -10.017 -11.703 -6.480
H -7.252 -8.932 -5.847
H -10.364 -3.538 -6.434
H -11.022 -8.718 -10.163
H -13.806 -8.416 -8.903
H -15.267 -7.075 -3.474
H -13.681 -3.543 -7.235
H -12.666 -10.038 -7.486
H -7.586 -4.864 -9.220
H -9.994 -8.177 -9.179
H -7.667 -10.334 -6.292
H -15.006 -6.950 -7.901
H -9.877 -4.231 -2.423
H -15.469 -5.525 -8.136
H -13.315 -7.607 -2.297
H -13.920 -6.218 -2.270



6.
103
Properties=species:S:1:pos:R:3 method="wB97M-V/def2-TZVPD" homo_ev=-7.83 orbital_gap_ev=7.773 lumo_ev=-0.061 max_force_ev_per_a=0.62
Y -1.653 -0.236 -1.348
Se -0.658 2.495 -0.920
Se 4.775 -1.805 0.909
P 1.180 1.931 0.098
P 3.484 -0.685 2.137
F -4.648 1.955 1.998
F -4.459 3.487 -3.220
F -3.474 0.325 0.189
F -5.659 5.019 -1.426
N -3.304 0.919 -2.384
N -0.135 -0.373 0.511
N 1.037 -1.719 1.720
N -0.096 -1.561 1.098
N -3.500 -1.544 -3.669
N -3.116 -4.470 -0.285
C 5.567 2.803 1.767
C -0.784 -2.213 -2.245
C -3.066 -2.747 -4.366
C 1.033 0.269 0.759
C 2.579 2.028 -1.026
C -3.551 0.941 -3.817
C 3.168 -2.294 6.425
C 3.284 0.878 -1.360
C 5.132 3.547 2.851
C -4.939 -1.581 -3.453
C 4.332 0.947 -2.268
C 2.177 4.191 1.445
C 4.141 3.047 3.687
C 2.166 -1.145 4.568
C -3.961 1.805 -1.598
C -3.082 -0.372 -4.427
C -5.141 3.854 -1.011
C -3.872 -4.248 0.935
C 3.320 -1.358 3.814
C 3.598 1.797 3.447
C -4.059 1.513 -0.224
C 2.886 3.238 -1.653
C 0.473 3.789 3.606
C -0.759 -4.645 -2.029
C 2.093 -1.609 5.871
C 5.032 1.542 1.530
C 3.932 3.301 -2.555
C 1.270 4.927 3.548
C 0.809 -3.577 -3.506
C 4.309 -2.521 5.671
C 4.049 1.032 2.370
C -5.204 3.531 0.331
C 4.385 -2.057 4.365
C 0.290 -4.729 -2.940
C -4.537 3.041 -1.950
C -3.989 -4.966 -1.333
C 0.269 -2.342 -3.153
C -2.405 -3.265 -0.663
C -4.633 2.332 0.713
C 1.788 -0.609 1.540
C 0.509 2.866 2.578
C 1.361 3.069 1.490
C -1.290 -3.408 -1.695
C 4.663 2.155 -2.857
C 2.122 5.123 2.474
H -1.955 -2.870 0.253
H -5.672 4.186 1.051
H 5.401 0.928 0.719
H 1.226 5.658 4.346
H 2.869 4.334 0.626
H 3.108 -2.664 7.441
H 1.314 -0.639 4.131
H -3.014 1.749 -4.325
H 2.755 6.000 2.435
H -3.326 -3.627 -3.781
H -4.773 -4.236 -1.600
H -0.186 3.628 4.451
H -4.373 -5.170 1.233
H 2.840 1.412 4.116
H -3.545 -2.833 -5.355
H 4.170 4.241 -3.036
H 4.884 0.044 -2.498
H -4.610 1.104 -4.034
H -4.643 -3.466 0.813
H 5.265 -2.246 3.762
H -5.202 -2.518 -2.964
H -1.985 -2.734 -4.498
H -3.431 -0.415 -5.471
H 5.480 2.209 -3.566
H 0.706 -1.454 -3.609
H -3.133 -2.503 -1.044
H -4.480 -5.878 -0.989
H 1.192 -1.449 6.449
H 5.141 -3.068 6.097
H -3.418 -5.203 -2.229
H -3.201 -3.945 1.740
H 6.341 3.188 1.115
H 3.043 -0.082 -0.925
H -5.250 -0.762 -2.806
H 0.706 -5.697 -3.193
H 5.566 4.520 3.048
H 2.291 4.122 -1.461
H 1.632 -3.640 -4.209
H -0.132 1.992 2.606
H 3.794 3.629 4.532
H -1.984 -0.398 -4.474
H -1.144 -5.544 -1.563
H -5.504 -1.521 -4.397



7.
13
Properties=species:S:1:pos:R:3 method="wB97M-V/def2-TZVPD" homo_ev=-8.11 orbital_gap_ev=8.995 lumo_ev=0.887 max_force_ev_per_a=2.79
S -1.471 -0.613 0.114
O 1.215 1.032 -0.358
N 1.770 -0.156 0.201
N -0.146 -1.588 -0.142
C -1.152 1.162 -0.276
C 1.114 -1.338 -0.047
C 0.104 1.654 0.387
H 2.725 -0.143 -0.032
H 1.746 -2.214 0.030
H -0.926 1.377 -1.329
H -2.102 1.853 -0.010
H 0.314 2.671 0.155
H 0.286 1.334 1.436



8.
16
Properties=species:S:1:pos:R:3 method="wB97M-V/def2-TZVPD" homo_ev=-12.86 orbital_gap_ev=8.379 lumo_ev=-4.481 total_charge=+1 max_force_ev_per_a=5.35
N 1.546 -0.863 -1.673
N 2.147 0.097 0.521
C -1.960 0.347 0.068
C 0.283 1.180 1.390
C 1.716 0.883 1.359
C -0.564 0.457 0.596
C 1.503 -0.768 -0.136
H 0.160 -0.225 -0.105
H -2.213 -0.588 -0.231
H -0.065 1.753 2.146
H 2.085 -1.743 -1.894
H 1.881 -0.017 -2.002
H -1.964 0.893 -0.816
H 2.439 1.403 2.081
H -2.662 0.761 0.814
H 0.662 -1.078 -2.012



9.
15
Properties=species:S:1:pos:R:3 method="wB97M-V/def2-TZVPD" homo_ev=-7.92 orbital_gap_ev=8.486 lumo_ev=0.568 max_force_ev_per_a=3.22
N -0.884 -0.593 -0.626
C -2.613 1.121 0.132
C 1.469 -0.121 -0.333
C -1.389 0.529 0.062
C 2.522 -0.016 0.523
C 0.376 -1.124 -0.066
H 2.997 0.946 0.573
H -3.030 1.286 1.124
H -0.759 0.707 0.950
H 0.220 -1.178 1.010
H 3.050 -0.904 0.834
H -0.840 -0.311 -1.603
H 0.579 -2.127 -0.476
H 1.387 0.230 -1.365
H -3.086 1.554 -0.738



10.
14
Properties=species:S:1:pos:R:3 method="wB97M-V/def2-TZVPD" homo_ev=-11.14 orbital_gap_ev=11.983 lumo_ev=0.843 max_force_ev_per_a=1.16
O -0.892 -1.681 1.091
N -0.602 -0.611 -2.313
C -0.125 0.753 0.515
C -0.488 -0.897 -1.198
C -0.197 -0.793 0.226
C 0.051 1.733 -0.673
C 0.483 -1.947 0.886
H -0.807 1.821 -1.352
H 0.940 1.561 -1.291
H 1.127 -1.806 1.755
H 0.698 0.966 1.202
H 0.705 -2.861 0.320
H 0.166 2.698 -0.173
H -1.058 1.063 1.005



11.
7
Properties=species:S:1:pos:R:3 method="wB97M-V/def2-TZVPD" homo_ev=-8.62 orbital_gap_ev=8.520 lumo_ev=-0.102 max_force_ev_per_a=2.69
Br -0.660 -2.522 0.239
S -1.843 1.410 -1.237
C -0.488 1.072 -0.541
C 0.723 0.785 -0.121
H 1.562 0.500 -0.727
H 0.796 0.857 0.897
H -0.091 -2.102 1.491



12.
18
Properties=species:S:1:pos:R:3 method="wB97M-V/def2-TZVPD" homo_ev=-14.29 orbital_gap_ev=11.053 lumo_ev=-3.242 total_charge=+1 max_force_ev_per_a=1.39
O 1.152 0.673 1.254
N -1.184 1.165 -0.140
N -0.020 -1.002 0.346
C -0.837 1.683 -1.467
C 1.063 -0.577 0.958
C -1.290 -0.267 0.002
C 2.187 -1.473 1.279
H -0.086 -1.991 0.136
H 0.357 1.185 0.914
H -1.980 1.642 0.258
H 0.075 2.278 -1.407
H -0.668 0.867 -2.168
H -1.630 2.312 -1.865
H 3.030 -1.224 0.630
H 2.524 -1.285 2.297
H -1.995 -0.501 0.807
H 1.928 -2.517 1.153
H -1.634 -0.766 -0.915



13.
22
Properties=species:S:1:pos:R:3 method="wB97M-V/def2-TZVPD" homo_ev=-8.41 orbital_gap_ev=9.209 lumo_ev=0.797 max_force_ev_per_a=5.58
F 3.070 -0.448 -0.236
F 1.970 1.139 0.919
F 1.941 1.119 -1.205
N -0.583 0.299 0.057
C -2.447 1.354 -0.675
C -1.509 0.362 -0.935
C -2.002 1.986 0.515
C 0.819 -1.372 1.350
C 0.615 -0.554 0.106
C -0.916 1.309 0.935
C 0.586 -1.516 -1.062
C 1.876 0.362 -0.207
H -0.411 -2.015 -1.023
H 0.967 -0.637 2.189
H -1.525 -0.381 -1.712
H -0.204 -1.911 1.520
H 1.313 -2.186 -0.877
H -2.355 2.906 0.892
H 0.780 -1.045 -2.098
H -0.306 1.673 1.810
H 1.478 -2.199 1.113
H -3.157 1.755 -1.377



14.
47
Properties=species:S:1:pos:R:3 method="wB97M-V/def2-TZVPD" homo_ev=-8.15 orbital_gap_ev=8.359 lumo_ev=0.207 max_force_ev_per_a=0.74
F 1.316 -3.389 -1.913
F 0.183 -2.934 -3.684
F 1.556 -1.490 -2.886
N -1.326 -2.728 -1.240
N -1.593 1.340 -0.231
N 0.587 1.708 1.049
C 4.943 0.416 -0.072
C -1.830 1.686 1.160
C 4.558 -0.878 -0.376
C 2.827 0.807 1.002
C -3.349 -3.212 -0.133
C 2.448 -0.495 0.694
C -3.785 -0.507 0.356
C -2.563 -0.894 -0.230
C -1.527 0.023 -0.606
C -2.380 -2.271 -0.537
C 0.657 2.361 -0.242
C -0.512 -0.475 -1.415
C -4.727 -1.439 0.705
C -0.531 2.233 1.800
C 1.862 1.701 1.736
C -0.748 2.320 -0.876
C 0.641 -2.411 -2.533
C 4.080 1.255 0.612
C -0.473 -1.842 -1.687
C 3.308 -1.333 0.009
C -4.495 -2.804 0.490
H 0.280 0.151 -1.784
H 3.005 -2.342 -0.224
H 0.994 3.411 -0.150
H 2.285 2.717 1.837
H -4.001 0.541 0.486
H -2.144 0.793 1.697
H 5.229 -1.531 -0.914
H -5.240 -3.525 0.791
H 5.917 0.777 -0.372
H 1.390 1.828 -0.851
H -5.663 -1.120 1.139
H -0.538 3.338 1.808
H -0.699 2.113 -1.945
H -3.160 -4.249 -0.360
H -2.623 2.441 1.225
H 1.468 -0.839 0.989
H 1.698 1.302 2.742
H 4.384 2.267 0.845
H -1.244 3.287 -0.745
H -0.467 1.891 2.834



15.
13
Properties=species:S:1:pos:R:3 method="wB97M-V/def2-TZVPD" homo_ev=0.63 orbital_gap_ev=5.578 lumo_ev=6.206 total_charge=-2 max_force_ev_per_a=4.02
S 3.010 1.405 0.331
O -1.856 -2.134 0.274
N -0.966 0.119 -0.238
C 1.128 1.501 0.557
C 0.501 0.122 0.182
C -1.299 -1.230 -0.697
H 0.732 2.235 -0.137
H -1.889 -1.185 -1.682
H 0.697 -0.682 0.908
H -1.388 0.278 0.655
H 0.897 -0.307 -0.768
H 0.756 1.686 1.624
H -0.322 -1.806 -1.009



16.
9
Properties=species:S:1:pos:R:3 method="wB97M-V/def2-TZVPD" homo_ev=-2.19 orbital_gap_ev=6.927 lumo_ev=4.737 total_charge=-1 max_force_ev_per_a=6.90
P 1.526 -0.113 -0.129
O 0.314 -1.298 -1.132
N -0.082 -0.070 -0.610
C -1.227 -0.105 0.537
H 1.454 1.267 0.279
H -0.878 0.828 1.179
H -2.121 0.121 0.072
H 2.142 0.325 -1.286
H -1.127 -0.954 1.090



17.
47
Properties=species:S:1:pos:R:3 method="wB97M-V/def2-TZVPD" homo_ev=-13.48 orbital_gap_ev=10.902 lumo_ev=-2.580 total_charge=+1 max_force_ev_per_a=3.55
O -0.246 2.285 -0.864
O -0.130 2.323 -3.817
O -3.260 2.332 -0.234
O 1.697 1.968 1.022
O -3.768 -2.422 -0.424
O -1.281 0.201 -2.322
O 2.004 4.596 0.228
O 2.239 -2.206 1.673
O 0.733 -1.207 3.679
O -2.308 -3.276 -1.918
O 3.360 0.082 0.617
O -0.989 0.604 2.205
O 2.689 -1.476 -1.551
N -0.112 -2.080 -0.931
C -2.572 -2.550 -0.996
C -1.288 -2.638 1.155
C -1.471 -1.958 -0.173
H 2.562 -1.445 1.180
H -1.037 2.739 -0.499
H 3.514 -1.798 -1.925
H 0.892 2.076 0.452
H 0.231 2.683 -3.005
H -1.749 -3.593 1.328
H -4.485 -2.863 -0.942
H 3.041 -0.956 -0.797
H -0.536 1.454 -1.268
H -0.263 -2.565 1.582
H 0.121 -3.029 -1.225
H 0.455 -1.908 -0.091
H -3.824 1.565 -0.065
H -0.119 -1.371 -1.687
H -1.396 1.292 2.734
H -0.369 2.973 -4.482
H 1.256 -0.967 4.460
H 2.892 -2.637 2.224
H -1.437 -0.883 0.046
H -2.178 0.495 -2.163
H 2.069 2.861 0.940
H 4.197 0.454 0.918
H 2.726 0.835 0.519
H -0.331 0.107 2.735
H 1.375 -1.555 2.975
H 1.153 4.967 -0.091
H -1.831 -1.857 1.797
H 2.025 4.857 1.155
H -3.335 2.801 -1.081
H -0.918 0.690 -3.072



18.
79
Properties=species:S:1:pos:R:3 method="wB97M-V/def2-TZVPD" homo_ev="-12.64 / -12.61" orbital_gap_ev="6.885 / 6.858" multiplicity=5 lumo_ev="-5.759 / -5.756" total_charge=+2 max_force_ev_per_a=1.53
Ho -0.929 -1.752 -0.417
Cl 4.309 -0.519 -5.274
S 1.902 5.771 1.503
O -2.494 3.460 3.231
O -3.213 1.421 3.119
O 1.976 6.589 2.665
O 1.641 -0.971 -0.683
O 1.150 6.224 0.361
O -2.806 -0.953 -1.411
N -0.973 -4.275 0.559
N -2.405 -2.169 1.826
N 0.454 -2.121 1.745
N -2.552 2.366 2.734
N -4.001 -1.210 -3.304
N -0.890 0.902 -0.099
N -2.945 0.781 -2.859
N -0.746 2.813 1.025
C -0.251 2.072 0.013
C 0.828 2.525 -0.891
C 0.729 -2.372 -3.175
C -1.764 2.077 1.582
C -3.007 -3.519 1.765
C 2.041 -2.814 -2.927
C 0.836 -3.509 2.086
C -0.317 4.140 1.411
C -1.947 -4.612 1.616
C 0.570 -1.350 -4.119
C -1.849 0.907 0.866
C -0.227 -1.420 2.851
C 3.134 -2.258 -3.571
C -0.433 -2.977 -2.472
C -1.666 -1.922 3.089
C 2.944 -1.230 -4.484
C -3.241 -0.475 -2.486
C 4.420 6.544 0.893
C 1.655 -0.788 -4.763
C 0.425 -4.493 0.982
C 3.565 5.297 0.920
C 1.067 4.175 2.034
H -1.286 -2.981 -3.168
H 1.045 4.210 3.118
H -3.595 -3.735 2.665
H 0.745 2.001 -1.842
H -2.173 -1.171 3.704
H -4.240 -2.147 -3.026
H -2.446 -5.562 1.416
H 0.581 -5.514 1.351
H 3.957 4.547 1.599
H 3.932 7.319 0.308
H -0.192 -4.034 -2.280
H 5.387 6.328 0.446
H -4.384 -0.860 -4.165
H 2.197 -3.662 -2.273
H 3.418 4.892 -0.076
H -3.682 -3.536 0.903
H 1.066 -4.347 0.105
H -1.639 -2.843 3.672
H -0.428 -1.016 -4.369
H -1.057 4.554 2.095
H -2.451 1.380 -2.219
H 4.572 6.918 1.902
H 1.514 -0.023 -5.507
H 1.700 3.361 1.700
H 1.812 2.327 -0.462
H 0.368 -3.791 3.029
H 1.913 -3.601 2.242
H 0.756 3.600 -1.060
H -0.245 -0.356 2.593
H 2.048 -1.635 -1.285
H 0.319 -1.529 3.798
H -0.289 4.779 0.520
H -3.325 1.190 -3.695
H -3.208 -1.541 1.831
H -2.603 0.143 0.944
H 4.128 -2.632 -3.382
H 2.040 -0.137 -0.965
H -1.418 -4.730 2.560
H 1.323 -1.619 1.562
H -1.144 -4.900 -0.230